Record 1
{
  "formula": "C22H45Cl6N8O22",
  "method": "ωB97M-V with the def2-TZVPD basis set",
  "symbols": ["C", "C", "C", "N", "C", "C", "C", "C", "C", "H", "H", "H", "H", "H", "H", "H", "H", "H", "H", "H", "H", "H", "H", "H", "H", "H", "H", "Cl", "O", "O", "O", "O", "Cl", "O", "O", "O", "O", "C", "Cl", "Cl", "Cl", "Cl", "C", "N", "O", "O", "H", "H", "H", "C", "N", "O", "O", "H", "H", "H", "C", "N", "O", "O", "H", "H", "H", "C", "N", "O", "O", "H", "H", "H", "C", "N", "O", "O", "H", "H", "H", "C", "N", "O", "O", "H", "H", "H", "C", "N", "O", "O", "H", "H", "H", "C", "C", "C", "C", "C", "C", "H", "H", "H", "H", "H", "H"],
  "positions_angstrom": [[0.89841, 1.30252, 3.27159], [1.19801, 1.21254, 1.77651], [-0.09880, 1.10717, 1.00183], [0.10006, 0.48140, -0.36214], [1.04711, 1.22456, -1.22530], [-1.29571, 0.40643, -0.96496], [-1.30505, -0.73651, -1.94892], [-0.45952, -1.76426, -1.19088], [0.51703, -0.98620, -0.31323], [0.23542, 0.49675, 3.58219], [0.47476, 2.29262, 3.46507], [1.79507, 1.31087, 3.89290], [1.86103, 0.35546, 1.61148], [1.73991, 2.10659, 1.45933], [-0.54957, 2.08707, 0.82845], [-0.85947, 0.49323, 1.48278], [0.66519, 2.23898, -1.34970], [1.15271, 0.70974, -2.17396], [1.98106, 1.30161, -0.67552], [-1.59395, 1.36141, -1.39668], [-1.96426, 0.09642, -0.16172], [-0.91426, -0.40604, -2.91199], [-2.30652, -1.11746, -2.13624], [0.13323, -2.41884, -1.82923], [-1.06072, -2.49640, -0.65071], [1.50452, -1.12222, -0.73843], [0.45652, -1.27158, 0.73257], [3.83344, -3.00737, 0.48924], [4.30096, -4.27405, 0.99008], [2.68516, -3.29053, -0.38006], [3.40951, -2.08201, 1.52963], [4.86239, -2.33463, -0.26236], [-2.35171, 4.96596, -1.53818], [-2.10957, 3.59299, -1.16189], [-1.32448, 5.38579, -2.47053], [-3.65487, 5.07105, -2.14318], [-2.29049, 5.85745, -0.41508], [-4.85412, -2.36686, -0.89587], [-5.82730, -3.58762, -0.05873], [-3.51837, -3.23527, -1.66731], [-5.89260, -1.52625, -2.04817], [-4.13443, -1.16226, 0.18835], [1.05348, -3.19575, 4.71853], [0.13927, -2.29715, 5.47203], [-0.74455, -1.74547, 4.85151], [0.30378, -2.17475, 6.65571], [0.52267, -4.14784, 4.70476], [1.97630, -3.30007, 5.27365], [1.13223, -2.78949, 3.72201], [-0.17351, 0.97882, -5.77206], [-1.41008, 0.94424, -6.60476], [-1.78061, 2.00040, -7.07147], [-1.93449, -0.11326, -6.80159], [0.51561, 0.33398, -6.31326], [-0.41268, 0.56762, -4.79754], [0.24555, 1.97409, -5.69211], [3.10045, 4.78173, -0.22404], [1.71489, 4.87197, -0.74819], [0.86895, 4.23314, -0.15916], [1.49636, 5.59858, -1.68041], [3.04472, 4.72865, 0.86040], [3.73884, 5.59864, -0.52979], [3.41274, 3.80671, -0.60239], [-0.92658, 5.58793, 2.39128], [0.37389, 5.40523, 3.12252], [0.58802, 6.12091, 4.06408], [1.14810, 4.59748, 2.67072], [-1.63825, 5.80187, 3.18229], [-1.18788, 4.65073, 1.91419], [-0.75754, 6.37470, 1.66507], [-3.51428, 3.11107, -3.13220], [-3.79634, 1.64381, -3.04128], [-4.32895, 1.29721, -2.01411], [-3.45135, 0.92396, -3.94195], [-2.68197, 3.30584, -3.80281], [-3.33193, 3.52041, -2.14548], [-4.41392, 3.47135, -3.63337], [4.89064, -0.27650, 3.74859], [4.78922, -0.45060, 5.21363], [5.69238, -0.06282, 5.91230], [3.81683, -1.03656, 5.61921], [4.94589, -1.30844, 3.40421], [5.77986, 0.27845, 3.47664], [4.00704, 0.19827, 3.33754], [0.23423, -4.26300, -2.85901], [-0.03126, -3.47346, -4.10023], [-1.07760, -2.83575, -4.14097], [0.81621, -3.46089, -4.96398], [-0.50951, -4.04373, -2.10345], [1.25928, -4.08155, -2.54983], [0.03968, -5.29542, -3.15581], [0.42260, -4.83532, 0.70991], [0.29607, -3.62887, 1.40552], [-0.95438, -3.20767, 1.79163], [-2.08962, -3.96351, 1.51192], [-1.96024, -5.22886, 0.95215], [-0.69790, -5.63315, 0.52418], [1.32572, -5.03789, 0.14728], [1.15974, -2.98131, 1.50877], [-1.10643, -2.25630, 2.28952], [-3.05244, -3.53201, 1.75253], [-2.88102, -5.77961, 0.80732], [-0.49161, -6.54298, -0.03142]],
  "atomic_forces_ev_per_a": [[0.1488, 0.8028, -0.0746], [0.3425, -0.1199, 0.5080], [0.6117, 0.0261, -0.5395], [-1.2065, -0.5935, -0.4281], [-0.3559, 0.7821, 0.5100], [-0.4892, 0.0511, -0.5622], [0.4207, 0.0602, 0.1954], [0.5216, -0.4784, -0.7435], [-0.4840, 0.0620, 0.2902], [-0.0358, 0.0760, 0.1974], [-0.4415, -0.2851, 0.1192], [0.1077, -0.3521, -0.1543], [-0.2087, -0.0921, -0.2279], [-0.0355, -0.0071, 0.0104], [0.0833, 0.0266, -0.0634], [0.2459, -0.1505, 0.1976], [-0.1097, -0.0957, -0.1941], [0.0804, -0.0446, 0.0053], [0.2080, -0.2617, -0.2536], [0.1263, 0.1064, 0.3984], [0.1477, 0.4983, 0.0925], [0.2254, -0.3275, -0.0018], [0.0748, 0.3554, -0.0143], [-0.0597, 0.8673, 0.0918], [-0.2177, 0.4973, 0.3730], [0.3092, 0.2901, 0.5628], [0.3436, -0.0786, -0.1714], [-0.0630, 0.0686, -1.2988], [-0.0341, 0.5940, 0.5152], [0.3644, 0.4654, 0.1509], [-0.2598, -0.5393, 0.4704], [-0.0116, -0.3142, -0.0355], [2.2675, 4.0725, -0.0861], [1.1464, -0.0690, 1.9030], [-0.6941, -0.6916, 0.0331], [-0.0286, 2.9065, 0.9840], [-0.1490, -0.4918, 0.8097], [0.0404, -0.0078, -0.2240], [0.0035, 0.2230, 0.3925], [-0.3211, -0.0885, -0.4196], [0.2801, -0.2512, -0.0316], [-0.4388, -0.2757, 0.2877], [-0.4654, -0.2295, 0.2838], [0.1654, 0.1570, -0.1481], [-0.3006, 0.1721, -0.4703], [0.2153, -0.0974, 0.8008], [0.1050, -0.0294, -0.2191], [0.1098, 0.2117, -0.0986], [0.3021, -0.0738, -0.0659], [0.2769, -0.4843, -0.1496], [0.2597, 1.1345, 0.0688], [-0.1133, 0.3721, -0.0942], [-0.1865, -0.9261, 0.0714], [0.0933, -0.1392, 0.2710], [-0.0633, -0.1287, -0.0490], [-0.3812, 0.1749, -0.1342], [0.0236, -0.8910, 0.3733], [-0.2355, 1.0619, 0.4208], [-0.0616, -0.5701, 0.0834], [0.3265, 0.2042, -0.5030], [-0.1600, -0.0247, -0.0170], [-0.2079, 0.0398, -0.4332], [0.4847, 0.1914, 0.0662], [0.1240, -0.5821, 0.7538], [-0.6800, 0.2075, -0.8711], [0.1613, 0.3967, 0.7075], [0.6759, -0.6166, -0.0237], [-0.1594, 0.4624, -0.2984], [0.1817, 0.0826, -0.2664], [-0.2764, 0.0559, -0.0057], [-1.2416, -2.0106, -1.8047], [1.0596, 1.7435, 0.1921], [-0.4908, -0.8630, 0.4776], [0.1510, -1.2146, -0.6911], [0.1236, -0.3214, -0.0522], [-1.9842, -3.3846, -1.9663], [-0.0271, 0.2288, 0.2906], [0.2716, -0.4827, -0.4388], [0.0379, 0.3341, -0.1828], [0.5611, 0.3347, 0.2605], [-0.7519, -0.3122, 0.1995], [-0.0805, 0.1837, -0.4417], [0.0974, -0.0048, 0.2765], [-0.2103, -0.1200, 0.2592], [-0.4741, -1.0708, -0.5943], [-0.5787, 0.9835, 0.4241], [0.4437, -0.5212, -0.0702], [0.0421, -0.2311, 0.0290], [0.1186, 0.1130, -0.1543], [-0.0001, -0.1622, 0.0597], [0.5135, -0.0656, -0.0298], [-0.4472, 0.7456, -0.1778], [0.4027, -0.3921, -0.4809], [-0.6878, 0.1748, 0.2357], [0.3931, -0.0952, 0.3987], [-0.1749, 0.5714, -0.0697], [0.3478, -0.3211, -0.2474], [0.1881, -0.2339, 0.5680], [0.0097, -0.2385, 0.1364], [0.1743, 0.0592, 0.0232], [-0.1156, -0.2568, 0.0645], [0.2420, -0.3586, -0.2281], [-0.5829, -0.1589, 0.1076]],
  "e_tot_ev": -155609.9364,
  "total_charge": -1
}

***

Record 2
{
  "formula": "C22H45Cl8N6",
  "method": "ωB97M-V with the def2-TZVPD basis set",
  "symbols": ["C", "C", "C", "C", "C", "N", "C", "N", "C", "C", "C", "C", "N", "N", "N", "C", "C", "C", "N", "C", "Cl", "C", "C", "Cl", "H", "H", "H", "H", "H", "H", "H", "H", "H", "H", "H", "H", "H", "H", "H", "H", "H", "H", "H", "H", "H", "H", "H", "H", "H", "H", "H", "H", "H", "H", "H", "H", "H", "Cl", "C", "C", "Cl", "H", "H", "H", "H", "Cl", "C", "C", "Cl", "H", "H", "H", "H", "Cl", "C", "C", "Cl", "H", "H", "H", "H"],
  "positions_angstrom": [[6.66859, 2.74997, -0.39220], [5.20303, 2.99290, 0.18021], [4.10404, 1.96109, -0.32068], [4.53563, 0.43619, -0.25559], [4.84567, -0.11611, 1.20443], [3.96432, 0.41077, 2.27795], [2.63634, 0.39470, 2.23532], [1.66302, 0.81728, 3.17540], [0.32824, 0.62301, 2.74117], [-1.01323, 0.94348, 3.51995], [-1.61332, -0.47446, 3.97360], [-2.63289, -1.11787, 2.93228], [-2.25158, -2.46482, 2.45115], [0.51024, 0.06294, 1.45078], [-0.58966, -0.25863, 0.64094], [-1.27926, 1.00650, 0.21170], [-1.68201, 1.03593, -1.33191], [-3.29534, 1.02192, -1.41467], [1.82101, -0.08875, 1.17449], [4.64307, 0.94258, 3.50699], [4.17912, -0.26180, 4.84109], [4.22004, 2.46194, 3.85388], [5.53900, 3.35757, 4.04339], [3.44245, 2.44208, 5.53960], [7.43849, 2.48412, 0.40187], [6.73496, 1.99928, -1.23066], [7.03229, 3.73870, -0.83036], [4.87274, 4.01682, -0.20069], [5.20794, 3.08842, 1.31253], [3.87586, 2.19154, -1.41623], [3.12632, 2.18022, 0.22834], [5.50006, 0.32218, -0.85116], [3.77692, -0.21088, -0.81372], [5.94315, 0.04392, 1.44677], [4.69466, -1.24975, 1.19249], [-0.70824, 1.47703, 4.47797], [-1.72028, 1.56068, 2.90104], [-0.76568, -1.22178, 4.13395], [-2.13696, -0.41162, 4.98369], [-3.64595, -1.23500, 3.44216], [-2.80458, -0.41514, 2.06087], [-1.55873, -2.42927, 1.69891], [-3.07716, -2.92521, 2.04173], [-0.26700, -0.79191, -0.17464], [-2.24202, 1.17710, 0.79872], [-0.63058, 1.91442, 0.44854], [-1.31660, 0.14510, -1.93946], [-1.31339, 2.01743, -1.75499], [-3.63082, 0.69964, -2.45307], [-3.76614, 0.36799, -0.62627], [-3.62799, 2.10367, -1.28851], [2.05117, -0.51526, 0.27675], [5.76624, 0.89727, 3.42988], [3.46870, 2.91277, 3.14693], [6.10297, 2.91701, 4.93327], [5.26364, 4.41206, 4.32325], [6.23783, 3.26853, 3.16105], [-1.46832, -1.80323, -2.27742], [-2.45254, -2.26025, -3.69546], [-3.86402, -2.63716, -3.30477], [-3.92048, -4.16016, -2.38263], [-1.94602, -3.07695, -4.21108], [-2.47222, -1.39282, -4.36519], [-4.46850, -2.78583, -4.20061], [-4.33413, -1.85960, -2.70126], [-5.66297, -4.37282, 1.01096], [-6.65385, -4.83573, -0.39571], [-8.06597, -5.21349, -0.00132], [-8.12098, -6.73520, 0.92186], [-6.14919, -5.65280, -0.91102], [-6.67482, -3.97410, -1.06432], [-8.67113, -5.36443, -0.89622], [-8.53527, -4.43538, 0.60119], [-2.70664, 2.67676, -7.60598], [-1.48221, 1.59278, -6.90473], [-1.86922, 0.13461, -7.03232], [-3.26797, -0.28173, -6.00722], [-1.33375, 1.87830, -5.86269], [-0.55126, 1.77507, -7.44384], [-1.04082, -0.49805, -6.70907], [-2.11604, -0.12631, -8.06136]],
  "atomic_forces_ev_per_a": [[0.4446, 0.8839, 0.0151], [-0.1389, 0.3717, -0.3658], [-0.0273, 0.2006, -0.3831], [0.1907, 0.3624, -0.1298], [-0.2405, -1.4108, -1.1421], [1.7332, 1.1763, 0.5404], [-6.2614, -0.2194, -0.1724], [-0.1439, -0.0192, -0.5567], [4.6223, -0.6155, -2.2734], [1.3251, -1.2881, 0.5135], [-0.2461, -0.7454, -0.0853], [-0.7841, 0.2859, -0.0168], [-0.3468, 0.1803, -0.0998], [-2.4452, 1.1043, 4.1150], [0.5116, 0.7719, -0.8840], [-0.5139, 1.2998, -0.8796], [-1.1256, 0.2328, 0.4771], [0.7206, 0.7832, -0.7295], [2.0206, 0.1006, -0.1265], [-1.1755, -0.0804, 0.4715], [0.9118, 0.3877, -0.9198], [0.8846, 0.0941, 1.3870], [-0.1934, -1.0787, 0.5606], [0.1038, 0.8873, -1.2310], [-1.0939, 0.1136, -0.9186], [-0.2197, 0.7197, 0.9450], [-0.3806, -1.3528, 0.5376], [0.3023, -1.3341, 0.6064], [0.0267, -0.3276, -1.4077], [0.3745, -0.3234, 1.3616], [1.2491, -0.4711, -0.5755], [-1.2663, 0.0506, 0.7742], [0.8985, 0.7894, 0.8227], [-1.6306, 0.1325, 0.0288], [0.3576, 1.3480, -0.0411], [-0.2019, -0.3884, -1.5387], [0.8117, -0.6747, 0.6735], [-1.0077, 1.0391, -0.2371], [0.7664, 0.3107, -1.3354], [1.3372, 0.1758, -0.6169], [0.1846, -0.4828, 0.9934], [-0.2823, 0.2373, 0.3661], [0.5465, 0.2678, 0.3517], [-0.1662, 0.2294, 0.4434], [1.3502, -0.5728, -0.5515], [-0.5481, -1.3158, -0.2711], [-0.1111, 2.1525, 1.2309], [-0.3488, -1.2084, 0.2922], [0.3431, 0.3206, 1.3126], [0.5417, 0.6310, -0.8840], [0.0976, -1.4846, 0.0165], [0.1830, 0.2880, 0.4954], [-1.4170, -0.1626, -0.3222], [0.8379, -0.7566, 0.6989], [-0.7540, 0.5795, -1.1275], [0.3326, -1.0946, -0.6101], [-0.8925, 0.4187, 0.7636], [0.0587, -1.4932, -0.1701], [-0.1957, -0.1320, -0.4378], [0.0162, 0.1041, -0.0355], [0.0680, 0.0311, 0.0215], [-0.0254, -0.0001, 0.2033], [0.1027, -0.4672, 0.6314], [0.1466, 0.0208, -0.0181], [0.1007, -0.0751, 0.0065], [0.0496, -0.0027, 0.0864], [-0.2132, -0.0047, -0.2387], [-0.0167, 0.0926, -0.0506], [0.0193, 0.0312, 0.0214], [-0.0522, 0.0347, 0.1487], [-0.0443, -0.0529, 0.0811], [0.1162, -0.0001, 0.0085], [0.1083, -0.0902, 0.0051], [-0.0060, -0.0389, 0.0617], [0.0868, -0.0123, 0.0140], [0.3348, 0.0586, -0.1728], [-0.3971, 0.4867, -0.5964], [-0.0974, -0.0505, -0.0783], [-0.0794, -0.1041, -0.0084], [-0.0358, 0.0718, 0.0268], [-0.0910, 0.0731, 0.1290]],
  "e_tot_ev": -132653.7321,
  "total_charge": 1
}